Formula: C5H6O
Source: OMol25
Level of theory: ωB97M-V/def2-TZVPD

Last column: Löwdin charge in e.
Geometry (Å):
C  0.958  1.581  0.746  -0.081
C  -0.416  1.067  0.553  -0.111
C  -0.756  -0.098  -0.073  -0.171
C  -0.146  -0.812  -1.105  0.111
C  -0.241  -2.228  -1.307  -0.356
O  0.713  -2.975  -1.141  -0.006
H  1.389  1.019  1.589  0.099
H  1.583  1.370  -0.129  0.089
H  0.982  2.636  1.030  0.077
H  -1.211  1.547  1.126  0.108
H  -1.643  -0.498  0.422  0.118
H  -1.213  -2.610  -1.712  0.123

Output
Charge = 0
Kohn-Sham gap (alpha / beta) = 0.2625 / 0.2729 hartree



Formula: C2H32O14
Source: OMol25
Level of theory: ωB97M-V/def2-TZVPD

Last column: Löwdin charge in e.
Geometry (Å):
O  2.661  -0.412  2.426  -0.072
H  2.233  0.329  1.980  -0.006
H  1.938  -1.061  2.553  0.004
O  -1.186  0.926  2.913  -0.065
H  -0.515  1.172  2.244  -0.007
H  -2.029  0.966  2.452  0.022
O  -0.597  4.540  -0.887  -0.075
H  -1.078  4.223  -0.115  0.033
H  -0.806  3.896  -1.583  -0.026
O  1.814  -1.097  -2.652  -0.049
H  2.296  -1.871  -2.973  0.067
H  1.776  -0.504  -3.413  0.066
O  -0.614  -2.099  -3.683  -0.052
H  -0.197  -2.409  -4.494  0.060
H  -0.106  -1.318  -3.425  0.018
O  0.791  -3.018  -0.444  -0.039
H  1.282  -2.459  -1.062  0.037
H  0.695  -3.868  -0.893  0.086
O  -4.299  0.849  -0.686  -0.054
H  -4.362  -0.026  -1.089  0.043
H  -4.709  1.442  -1.324  0.030
O  0.990  -2.681  2.327  -0.055
H  0.905  -2.690  1.357  -0.002
H  1.263  -3.575  2.559  0.066
O  -1.948  -3.075  -1.444  -0.081
H  -1.206  -2.792  -0.889  -0.019
H  -1.597  -3.029  -2.351  0.003
O  -2.079  -3.678  1.546  -0.057
H  -1.319  -3.090  1.651  0.001
H  -2.457  -3.452  0.685  0.009
O  3.186  2.907  1.731  -0.038
H  3.657  3.398  1.047  0.075
H  3.832  2.254  2.039  0.065
O  2.494  2.344  4.433  -0.057
H  2.746  2.383  3.499  -0.028
H  2.822  1.493  4.748  0.035
O  -1.853  2.862  -2.675  -0.043
H  -2.798  2.954  -2.837  0.060
H  -1.767  2.013  -2.219  0.032
C  -0.727  0.068  -0.202  -0.065
C  0.338  1.128  -0.367  -0.298
O  0.612  1.781  0.870  -0.089
H  -1.550  0.602  0.276  0.069
H  -0.373  -0.652  0.535  0.073
H  -1.013  -0.395  -1.143  0.069
H  0.116  1.800  -1.203  0.090
H  1.291  0.656  -0.642  0.104
H  1.446  2.266  0.822  0.062

Output
Charge = 0
Kohn-Sham gap = 0.3473 hartree



Formula: C11H14BHgN7S
Source: OMol25
Level of theory: ωB97M-V/def2-TZVPD

Last column: Löwdin charge in e.
Geometry (Å):
C  -0.421  3.029  0.614  -0.126
N  -0.296  1.852  -0.003  -0.175
N  0.069  2.002  -1.305  -0.014
C  0.256  3.321  -1.528  -0.010
C  -0.062  3.999  -0.334  -0.029
B  0.261  0.721  -2.227  -0.478
N  1.349  -0.190  -1.603  -0.052
N  1.217  -0.600  -0.302  -0.050
C  2.302  -1.324  -0.006  -0.143
C  3.154  -1.394  -1.139  -0.040
C  2.515  -0.651  -2.135  -0.033
Hg  -1.059  -0.012  0.677  1.309
N  -1.055  -0.113  -2.288  -0.001
N  -1.620  -0.604  -1.101  -0.215
C  -2.767  -1.268  -1.429  -0.105
C  -2.924  -1.213  -2.815  -0.023
C  -1.838  -0.487  -3.312  -0.014
H  -3.416  -1.717  -0.669  0.122
H  -1.572  -0.181  -4.334  0.154
H  -3.729  -1.629  -3.382  0.109
H  0.547  1.074  -3.335  0.125
H  2.790  -0.434  -3.158  0.132
H  0.592  3.643  -2.521  0.147
H  4.094  -1.903  -1.219  0.098
H  -0.053  5.053  -0.136  0.102
H  2.469  -1.769  0.966  0.095
H  -0.749  3.045  1.659  0.112
H  -1.234  -3.142  2.586  -0.013
C  -0.640  -3.072  3.484  0.099
H  0.244  -2.736  2.962  -0.030
H  1.848  -1.203  5.308  0.152
H  -0.967  -2.068  3.706  -0.053
S  -0.591  0.763  7.006  1.166
C  0.315  -0.080  6.063  -0.605
N  0.971  -0.710  5.250  0.286

Output
Charge = +2
Kohn-Sham gap (alpha / beta) = 0.0672 / 0.2028 hartree